Record 1
AsF6H26O13 as an isolated structure in a non-equilibrium geometry. Source: the OMol25 dataset; level of theory: ωB97M-V/def2-TZVPD.

Its frontier orbital gap is 9.1411 eV. The calculation puts the total energy at -104190.3614 eV. The value obtained for the HOMO energy is -7.40 eV. The total charge is -1. The calculation puts the largest force on an atom at 2.684 eV/A.

```
46
Properties=species:S:1:pos:R:3:forces:R:3:nbo_charge:R:1
As 0.1712 -0.2954 -0.5319 -1.0 2.3 0.9 2.7991
F 1.7548 0.2818 0.1260 -1.1 -0.8 -1.2 -0.6322
F 0.7614 -1.9385 -1.0056 -0.7 2.3 1.0 -0.6414
F -1.4695 -0.6882 -1.0646 1.4 -0.1 0.4 -0.6106
F -0.4274 1.3751 -0.0559 0.7 -2.0 -0.8 -0.6299
F 0.5387 0.3068 -2.1781 0.0 -0.7 1.6 -0.6159
F -0.2003 -0.8404 1.1580 0.4 0.1 -1.9 -0.6350
O 2.9998 -1.1492 2.0214 0.0 -0.3 0.5 -0.9580
H 3.6626 -0.7103 2.5546 0.2 0.0 0.1 0.4603
H 2.7277 -0.4882 1.3847 -0.2 0.2 -0.3 0.4877
O 0.9788 -4.2538 0.3681 0.0 -0.6 0.0 -0.9529
H 1.7794 -4.0159 0.8357 0.2 0.1 0.1 0.4680
H 0.6722 -3.4324 -0.0161 -0.2 0.1 0.1 0.4784
O -2.7707 0.7637 2.2584 -0.3 -0.9 0.3 -0.9740
H -2.6072 1.6383 1.9053 0.0 0.9 -0.1 0.4963
H -1.8999 0.3800 2.3618 0.2 0.0 0.1 0.4542
O 2.6697 2.8422 -2.3262 0.1 0.3 0.1 -0.9405
H 2.0734 2.0934 -2.3285 -0.2 -0.4 0.1 0.4809
H 2.7928 3.0539 -3.2515 0.1 0.0 -0.2 0.4592
O 3.8316 -1.2147 -1.5993 0.6 0.3 0.3 -0.9675
H 3.2814 -1.7726 -2.1491 -0.2 -0.3 -0.4 0.4873
H 3.2136 -0.6453 -1.1408 0.0 0.2 0.1 0.4640
O 0.4672 0.1760 3.6987 -0.2 0.3 0.4 -0.9651
H 1.3070 0.2006 4.1572 0.2 -0.1 0.1 0.4665
H 0.6073 -0.4333 2.9739 0.1 -0.3 -0.4 0.4985
O 2.1050 -2.8745 -2.9453 0.2 -0.3 -0.6 -0.9548
H 1.5131 -3.0047 -2.2044 -0.1 -0.2 0.2 0.4952
H 1.6071 -3.1741 -3.7059 0.1 0.0 -0.3 0.4672
O -3.8890 1.3168 -1.2340 -0.2 0.3 0.0 -0.9336
H -4.1760 1.4450 -2.1381 -0.1 0.0 -0.2 0.4511
H -3.1113 0.7633 -1.3054 0.3 -0.3 0.2 0.4821
O -1.6683 4.0324 -0.8783 0.1 0.3 -0.2 -0.9393
H -1.3173 3.3458 -1.4454 0.2 -0.4 0.0 0.4867
H -2.1109 4.6347 -1.4764 -0.2 0.2 0.0 0.4700
O -2.3968 3.4762 1.7159 -0.8 0.0 0.4 -0.9929
H -1.5310 3.5803 2.1105 0.5 -0.1 0.3 0.4921
H -2.2469 3.5834 0.7766 0.0 0.1 -0.6 0.4930
O -2.7295 -2.5037 1.3965 -0.1 -0.4 -0.1 -0.9404
H -2.9464 -2.5652 2.3268 -0.1 0.1 0.2 0.4611
H -2.0130 -1.8701 1.3586 0.1 0.3 -0.1 0.4775
O -1.2556 -3.1961 -2.7372 -0.1 -0.3 -0.2 -0.9284
H -0.6247 -3.3437 -3.4417 0.0 0.0 -0.2 0.4464
H -0.9486 -2.4003 -2.3029 -0.1 0.3 0.2 0.4798
O 0.1823 2.8855 2.6293 0.2 0.7 0.1 -0.9686
H 0.2071 2.3467 3.4202 -0.1 -0.4 0.1 0.4898
H 0.4351 2.2890 1.9246 0.0 -0.3 -0.3 0.4887
```
Forces are in eV/Å.

=====

Record 2
AsF6H28O14 as an isolated structure in a non-equilibrium geometry. Source: the OMol25 dataset; level of theory: ωB97M-V/def2-TZVPD.

Its frontier orbital gap is 9.7456 eV. The calculation puts the total energy at -106271.5210 eV. The value obtained for the HOMO energy is -7.77 eV. The total charge is -1. The calculation puts the largest force on an atom at 1.404 eV/A.

```
49
Properties=species:S:1:pos:R:3:forces:R:3:nbo_charge:R:1
As 0.3847 -0.1223 -0.5190 0.6 -1.2 0.3 2.8546
F 0.5220 0.5969 -2.0994 -0.2 0.1 0.0 -0.6458
F 0.4187 1.4418 0.2498 -0.4 0.2 0.0 -0.6519
F 0.2436 -0.9147 1.0250 0.1 0.6 0.1 -0.6376
F 0.3704 -1.7388 -1.1701 -0.2 0.3 -0.4 -0.6433
F 2.0964 -0.1649 -0.4395 0.2 0.0 0.0 -0.6148
F -1.3344 -0.0339 -0.6477 -0.2 0.3 -0.1 -0.6426
O -2.7827 -2.5848 -0.3413 0.0 -0.3 0.1 -0.9693
H -2.6124 -2.0523 0.4469 0.1 -0.1 0.1 0.4987
H -2.1649 -3.3206 -0.2679 0.0 0.0 0.2 0.4873
O -4.1461 0.0629 -0.9809 0.0 0.1 -0.1 -0.9581
H -4.1942 -0.8089 -1.3949 0.0 0.0 0.0 0.4959
H -3.3538 0.4486 -1.3729 0.0 -0.1 -0.1 0.4838
O -2.5076 -1.9970 -3.0004 -0.1 0.1 0.0 -0.9822
H -2.3926 -2.1562 -2.0436 0.0 0.1 -0.2 0.4953
H -2.2887 -2.8304 -3.4234 0.1 0.0 0.0 0.4632
O -3.1061 -0.3782 1.6160 -0.3 -0.1 -0.1 -0.9957
H -3.2149 -0.3424 0.6475 -0.4 0.4 0.3 0.4975
H -2.8759 0.5243 1.8763 0.3 -0.2 -0.1 0.4965
O 1.9202 0.8916 2.9035 0.0 -0.2 -0.1 -0.9755
H 1.4113 1.6972 2.7430 0.2 0.1 0.1 0.4901
H 1.3868 0.1829 2.5208 0.0 0.0 0.1 0.4851
O 3.4846 2.9365 0.4047 0.3 0.0 0.2 -0.9588
H 2.5683 2.7391 0.6255 0.0 0.0 0.0 0.4817
H 3.4263 3.3210 -0.4742 -0.2 0.0 0.0 0.4755
O 1.1845 -3.7435 1.6418 -0.1 0.0 0.0 -0.9447
H 1.8263 -3.2872 1.0881 0.0 0.1 0.0 0.4801
H 1.5982 -4.5801 1.8687 0.0 0.0 0.0 0.4658
O 0.5240 3.4685 2.6858 -0.2 0.0 -0.1 -0.9762
H -0.3119 3.0772 2.3785 0.0 0.0 0.2 0.4922
H 0.3957 4.4182 2.6345 0.1 0.0 0.0 0.4712
O 0.9229 1.5698 -4.9225 0.0 0.1 0.0 -0.9436
H 0.7200 1.4632 -3.9859 0.0 -0.2 0.0 0.4830
H 0.1816 2.0693 -5.2735 0.0 0.0 0.0 0.4590
O 1.4823 3.3192 -1.6179 0.1 0.2 -0.3 -0.9587
H 0.5851 3.4375 -1.2976 0.0 0.0 0.1 0.4675
H 1.5370 2.3746 -1.8113 0.0 0.0 0.0 0.4890
O 4.3984 -0.1298 1.4757 0.1 -0.1 0.0 -0.9747
H 3.6850 0.3327 1.9376 -0.1 0.1 0.1 0.4959
H 4.3815 0.2730 0.6026 0.0 0.1 0.0 0.4712
O -1.8239 2.1693 1.7830 -0.2 0.3 -0.2 -0.9549
H -2.5760 2.7648 1.6885 0.0 0.0 0.0 0.4787
H -1.4459 2.0870 0.8936 0.1 -0.3 0.1 0.5049
O -1.4741 -2.1512 2.8899 -0.2 -0.2 -0.1 -0.9919
H -0.7181 -2.3126 2.3159 0.1 0.0 0.1 0.4803
H -2.0343 -1.5168 2.4022 0.3 -0.1 0.3 0.4839
O 1.8224 -3.7864 -2.3482 0.0 -0.2 0.1 -0.9625
H 2.6765 -3.5451 -1.9806 0.0 0.1 0.0 0.4622
H 1.2038 -3.1689 -1.9324 0.1 0.0 -0.1 0.4926
```
Forces are in eV/Å.

=====

Record 3
B2H8Sn as an isolated structure in a non-equilibrium geometry. Source: the OMol25 dataset; level of theory: ωB97M-V/def2-TZVPD.

Its frontier orbital gap is 2.6311 eV. The calculation puts the total energy at -7297.5951 eV. The value obtained for the HOMO energy is -8.47 eV. The calculation puts the largest force on an atom at 5.046 eV/A.

```
11
Properties=species:S:1:pos:R:3:forces:R:3:nbo_charge:R:1
Sn -0.0912 2.2324 -3.3270 0.1 -0.7 0.8 1.0888
B 1.8866 -2.2804 -1.6385 0.8 1.5 -0.4 -0.6713
H 2.1044 -1.6809 -0.7682 1.7 2.3 3.4 0.0201
H 2.1073 -3.2995 -1.3609 0.1 -4.3 1.7 0.0967
H 0.8390 -2.2697 -1.8963 -4.7 -0.7 -1.7 0.0528
H 2.4237 -1.9629 -2.5188 1.9 1.8 -3.3 -0.0183
B -1.8591 1.8517 2.2714 -1.7 -0.2 -1.5 -0.6774
H -2.0756 2.8518 1.9293 -1.1 4.3 -0.8 -0.0032
H -1.1357 1.3462 1.6506 3.5 -2.6 -2.1 0.0246
H -1.4393 1.9398 3.2615 2.9 0.8 4.0 0.1105
H -2.7602 1.2715 2.3970 -3.5 -2.2 -0.2 -0.0233
```
Forces are in eV/Å.

=====

Record 4
One molecule with the formula B3F3H3N3 in a non-equilibrium geometry. Source: the OMol25 dataset; level of theory: ωB97M-V/def2-TZVPD.

Its frontier orbital gap is 11.2807 eV. The calculation puts the total energy at -14712.6007 eV. The value obtained for the HOMO energy is -10.91 eV. As for the SMILES: FB1NB(F)NB(F)N1. The calculation puts the largest force on an atom at 2.576 eV/A.

```
12
Properties=species:S:1:pos:R:3:forces:R:3:nbo_charge:R:1
F 2.1462 -1.3138 1.2027 -0.4 0.0 -0.7 -0.4833
B 1.0644 -0.8266 0.5416 0.3 0.3 0.7 1.2046
N -0.0977 -0.5121 1.2934 -0.5 -0.5 -0.3 -1.1417
B -1.1589 0.2218 0.7441 -0.4 2.3 -0.3 1.1951
F -1.9620 0.9753 1.5604 0.0 -1.0 -0.1 -0.4941
N -1.2023 0.5634 -0.6431 1.8 -1.8 0.2 -1.1287
B 0.0130 0.3014 -1.4022 -0.3 2.0 -0.5 1.2107
F 0.2170 1.0399 -2.5462 -0.3 -1.1 0.6 -0.4932
N 1.0990 -0.4220 -0.8309 -0.1 -0.8 0.7 -1.1459
H -0.2144 -0.6621 2.2670 0.5 -0.3 0.8 0.4240
H -1.8948 1.2085 -0.9205 -0.5 0.7 -0.6 0.4241
H 1.9904 -0.5736 -1.2663 0.0 0.2 -0.6 0.4285
```
Forces are in eV/Å.

=====

Record 5
B4BeH16 as an isolated structure in a non-equilibrium geometry. Source: the OMol25 dataset; level of theory: ωB97M-V/def2-TZVPD.

Its frontier orbital gap is 2.7933 eV. The calculation puts the total energy at -3347.4212 eV. The value obtained for the HOMO energy is -3.52 eV. The total charge is -2. The calculation puts the largest force on an atom at 4.897 eV/A.

```
21
Properties=species:S:1:pos:R:3:forces:R:3:nbo_charge:R:1
Be -1.0028 -0.5171 0.2899 0.6 0.1 0.3 0.9595
B 0.7532 1.6422 3.1054 -0.4 -0.5 -1.9 -0.7927
H 0.0091 2.3255 2.7262 -2.8 3.0 -1.6 -0.0020
H 0.2724 0.7290 3.4201 -1.8 -4.1 1.9 -0.0026
H 1.5151 1.4161 2.3755 3.0 -0.7 -2.8 -0.0206
H 1.1984 2.1227 3.9628 1.7 1.8 4.0 0.0640
B -2.1466 -4.2458 0.7780 0.7 1.0 0.1 -0.8353
H -2.9679 -3.5536 0.6753 -3.8 2.8 -0.2 -0.0239
H -2.5243 -5.2531 0.8612 -1.7 -4.1 0.4 0.0278
H -1.5715 -4.1938 -0.1335 2.5 0.0 -3.8 -0.0080
H -1.5265 -3.9460 1.6085 2.4 1.0 3.4 -0.0326
B -0.4671 3.5880 -1.3717 -0.9 0.0 0.1 -0.6910
H -1.2831 2.9732 -1.0248 -3.9 -2.1 1.1 -0.0287
H -0.4233 3.6636 -2.4472 0.1 -0.7 -4.5 0.0107
H -0.4938 4.5975 -0.9919 -0.1 3.7 2.5 -0.0022
H 0.4917 3.1726 -1.1023 4.6 -1.4 0.9 0.0840
B 2.0503 -0.9240 -2.5300 0.3 0.7 -0.6 -0.7226
H 1.1243 -0.6363 -3.0033 -4.1 0.7 -1.9 -0.0028
H 2.7446 -0.9305 -3.3559 3.0 -0.1 -3.1 -0.0203
H 2.3601 -0.1699 -1.8232 1.6 2.7 3.1 0.0069
H 1.8877 -1.8603 -2.0190 -1.0 -3.9 2.6 0.0323
```
Forces are in eV/Å.

=====

Record 6
B4F12H4Sn as an isolated structure in a non-equilibrium geometry. Source: the OMol25 dataset; level of theory: ωB97M-V/def2-TZVPD.

Its frontier orbital gap is 4.1104 eV. The calculation puts the total energy at -41224.6507 eV. The value obtained for the HOMO energy is -5.18 eV. The total charge is -2. The calculation puts the largest force on an atom at 5.075 eV/A.

```
21
Properties=species:S:1:pos:R:3:forces:R:3:nbo_charge:R:1
Sn 13.8338 -7.8970 3.1285 -1.3 -0.4 0.3 1.7918
B 12.3414 -7.6536 -1.0406 0.0 0.4 -0.1 -0.7927
H 12.2654 -8.4829 -0.3545 -0.7 -4.0 3.0 -0.0177
H 12.3612 -7.9570 -2.0759 0.7 -1.6 -3.9 0.0029
H 11.4703 -7.0314 -0.9054 -3.4 2.4 1.0 0.0110
H 13.2011 -7.0645 -0.7611 3.9 2.8 0.9 -0.0396
B 15.1823 -5.6882 7.0145 0.4 -2.0 0.7 1.3427
F 14.4401 -4.9788 6.0748 0.0 1.0 0.0 -0.5763
F 15.7524 -5.0516 8.1411 -0.6 0.6 -0.8 -0.5712
F 14.3748 -6.7563 7.4614 -0.3 0.2 0.2 -0.5810
F 16.2473 -6.3165 6.3149 0.6 0.1 -0.7 -0.6026
B 13.5942 -11.9477 5.0157 0.3 1.5 1.5 1.3041
F 14.3983 -11.2430 5.9527 0.4 0.1 0.1 -0.5868
F 12.3610 -11.3795 5.0112 -2.0 1.1 0.1 -0.5655
F 14.1165 -11.7668 3.7788 1.5 0.7 -2.9 -0.5818
F 13.5273 -13.2411 5.3070 0.0 -2.8 0.8 -0.5518
B 9.3862 -6.9224 4.3866 -0.4 -0.3 0.2 1.3391
F 10.1248 -6.1208 3.4991 0.8 0.7 0.0 -0.5895
F 9.0965 -8.0725 3.6409 -0.7 -0.3 0.0 -0.5802
F 10.1383 -7.3196 5.4976 0.5 0.2 0.1 -0.5754
F 8.2509 -6.2130 4.8582 0.2 -0.3 -0.5 -0.5794
```
Forces are in eV/Å.

=====

Record 7
B5F20Zn as an isolated structure in a non-equilibrium geometry. Source: the OMol25 dataset; level of theory: ωB97M-V/def2-TZVPD.

Its frontier orbital gap is 5.3505 eV. The calculation puts the total energy at -106177.8380 eV. The value obtained for the HOMO energy is -4.27 eV. The total charge is -3. The calculation puts the largest force on an atom at 4.355 eV/A.

```
26
Properties=species:S:1:pos:R:3:forces:R:3:nbo_charge:R:1
Zn -0.0999 -0.0119 0.0591 0.1 0.4 0.5 1.8219
B 1.6839 -0.4027 3.1670 -2.5 -1.9 0.3 1.3086
F 1.5788 -1.1909 4.2958 0.7 -0.3 0.5 -0.5534
F 2.5643 0.5406 3.1779 3.3 2.8 0.7 -0.5308
F 1.8326 -1.1639 2.0155 0.2 -1.4 -2.1 -0.5752
F 0.4207 0.1682 2.9826 -2.4 1.2 -1.0 -0.5777
B -3.0757 -2.5284 2.7227 -0.5 0.3 1.0 1.3221
F -3.7833 -1.4025 2.9516 -2.0 2.4 0.8 -0.5789
F -3.9928 -3.5509 2.4989 0.0 -1.1 -0.6 -0.5790
F -2.2911 -2.1784 1.6490 1.7 -0.6 -1.9 -0.5831
F -2.3494 -2.7809 3.8699 1.0 -0.8 0.5 -0.5716
B -2.7801 1.9264 -1.6109 -0.2 0.6 -1.2 1.3172
F -4.0140 1.3789 -1.9578 -0.2 0.5 0.0 -0.5610
F -1.7859 1.1787 -2.2024 1.9 -1.9 -1.1 -0.5725
F -2.5513 3.2506 -1.9203 -0.8 0.9 -0.8 -0.5588
F -2.5106 1.8195 -0.2967 0.4 -0.9 3.9 -0.5684
B 1.8133 -2.5515 -2.9575 0.2 0.7 -1.6 1.3238
F 2.1626 -1.2703 -3.4357 -0.5 0.1 -0.1 -0.5759
F 2.9087 -3.0857 -2.3895 2.0 -1.3 0.6 -0.5644
F 0.8452 -2.4995 -1.9950 -2.1 1.0 2.0 -0.5796
F 1.2921 -3.3531 -3.9883 0.1 -0.2 -0.5 -0.5824
B 2.4232 3.5534 -1.3317 0.3 -0.1 -0.8 1.3248
F 3.7720 3.4742 -1.6389 1.0 -0.3 -0.6 -0.5768
F 2.3045 4.3806 -0.2788 -0.5 1.6 2.0 -0.5666
F 1.6845 4.0112 -2.4022 -0.4 0.4 -0.9 -0.5690
F 1.9475 2.2882 -0.9842 -0.8 -1.9 0.6 -0.5934
```
Forces are in eV/Å.

=====

Record 8
One molecule with the formula BBr2H in a non-equilibrium geometry. Source: the OMol25 dataset; level of theory: ωB97M-V/def2-TZVPD.

Its frontier orbital gap is 10.1184 eV. The calculation puts the total energy at -140778.5241 eV. The value obtained for the HOMO energy is -10.74 eV. As for the SMILES: BrBBr. The calculation puts the largest force on an atom at 2.507 eV/A.

```
4
Properties=species:S:1:pos:R:3:forces:R:3:nbo_charge:R:1
Br -1.0048 1.4600 0.4148 1.0 -0.3 -0.2 -0.0930
B 0.1631 -0.0910 0.1920 -1.4 0.8 -1.9 0.2335
Br 1.0722 -0.4591 -1.5015 -0.3 0.4 1.3 -0.0766
H -0.2305 -0.9099 0.8948 0.7 -0.9 0.7 -0.0639
```
Forces are in eV/Å.